1.
The following is a quantum chemistry calculation of C5H6O as an isolated structure, from the OMol25 dataset.

Its relative energy (zero: lowest compared OMol25 entry of this formula, charge and spin) is 125.2 kcal/mol. Its total energy is -269.14676 Eh. Its HOMO-LUMO gap is 0.3549 Eh. The spin multiplicity is 1. For the HOMO energy, the calculation gives -8.83 eV. The molar mass is 82.10 u.

Each line ends with the Löwdin charge.
Positions of all 12 atoms, in Å:
1 C -1.85101 -0.20361 0.26544  -0.08
2 C -1.07214 0.92440 0.27144  -0.13
3 C -0.00096 1.59002 0.20170  -0.03
4 C 1.08052 0.74270 -0.15633  -0.12
5 C 1.50116 -0.36139 0.71338  -0.17
6 O 0.67154 -0.96639 -0.27285  -0.12
7 H -2.56239 -0.36626 -0.54361  0.07
8 H -0.52135 -0.78753 -0.02860  0.12
9 H -2.12804 -0.64423 1.22342  0.07
10 H 1.63756 0.89508 -1.07541  0.13
11 H 1.08160 -0.35735 1.72364  0.13
12 H 2.52729 -0.73037 0.67627  0.12

Atoms 1-3, force components in eV/Å:
C -0.2406 0.2401 0.0635
C 0.2092 -0.1950 -0.0064
C -0.2860 -0.3169 -0.0394

2.
The following is a quantum chemistry calculation of one molecule with the formula C5H6O, from the OMol25 dataset.

Its relative energy (zero: lowest compared OMol25 entry of this formula, charge and spin) is 54.9 kcal/mol. The SMILES is CCc1cc1=O. Its total energy is -269.25874 Eh. Its HOMO-LUMO gap is 0.3466 Eh. The spin multiplicity is 1. For the HOMO energy, the calculation gives -8.63 eV. The molar mass is 82.10 u.

Each line ends with the Löwdin charge.
Positions of all 12 atoms, in Å:
1 C -1.66024 0.34177 -0.30072  -0.09
2 C -0.62568 -0.75339 -0.00989  -0.20
3 C 0.75792 -0.22281 0.04025  -0.07
4 C 2.07926 -0.32614 -0.23311  0.16
5 C 1.65307 0.74427 0.56344  -0.42
6 O 2.00814 1.70035 1.21737  0.04
7 H -1.67590 1.11371 0.47627  0.08
8 H -1.46259 0.83231 -1.25890  0.08
9 H -2.65487 -0.10998 -0.35039  0.07
10 H -0.70368 -1.56830 -0.73355  0.11
11 H -0.81966 -1.17376 0.98633  0.13
12 H 3.10423 -0.57803 -0.39709  0.11

Atoms 1-3, force components in eV/Å:
C -0.0660 0.0084 -0.0461
C 0.0231 -0.1059 -0.0443
C -0.0015 0.1629 0.0900

3.
The following is a quantum chemistry calculation of one molecule with the formula C5H6O, from the OMol25 dataset.

Its relative energy (zero: lowest compared OMol25 entry of this formula, charge and spin) is 82.7 kcal/mol. The SMILES is C=C=C(O)C=C. Its total energy is -269.21439 Eh. Its HOMO-LUMO gap (alpha / beta) is 0.3004 / 0.3005 Eh. The spin multiplicity is 1. For the HOMO energy (alpha / beta), the calculation gives -8.18 / -8.19 eV. The molar mass is 82.10 u.

Each line ends with the Löwdin charge.
Positions of all 12 atoms, in Å:
1 C 1.88476 -0.33606 0.99923  -0.02
2 C 1.72483 0.05552 -0.25993  -0.04
3 C 0.50340 0.18052 -0.80588  -0.40
4 O 0.13851 -0.31503 -1.99648  0.07
5 C -0.60287 0.68726 0.01475  -0.12
6 C -1.71879 -0.04405 0.11128  0.04
7 H 0.93980 -0.65086 1.47049  0.06
8 H 2.78379 -0.33830 1.60487  0.04
9 H -0.80852 -0.11343 -2.06315  0.10
10 H -0.47360 1.60106 0.57477  0.12
11 H -2.57656 0.31881 0.65985  0.06
12 H -1.79474 -1.04542 -0.30980  0.08

Atoms 1-3, force components in eV/Å:
C -0.2710 -0.1310 0.1318
C -0.2708 -0.0027 0.3141
C -0.0477 0.0397 0.0879

4.
The following is a quantum chemistry calculation of one molecule with the formula C5H6O, from the OMol25 dataset.

Its relative energy (zero: lowest compared OMol25 entry of this formula, charge and spin) is 35.9 kcal/mol. The SMILES is C=C1C=COC1. Its total energy is -269.28897 Eh. Its HOMO-LUMO gap is 0.3235 Eh. The spin multiplicity is 1. For the HOMO energy, the calculation gives -7.79 eV. The molar mass is 82.10 u.

Each line ends with the Löwdin charge.
Positions of all 12 atoms, in Å:
1 C -0.48028 -0.52228 1.75815  0.02
2 C 0.00857 -0.11914 0.54364  -0.33
3 C 1.20646 -0.30198 -0.18657  -0.07
4 C 0.99970 0.07384 -1.48770  -0.13
5 O -0.20309 0.59376 -1.69322  -0.09
6 C -0.93744 0.59680 -0.46125  -0.11
7 H 0.19791 -0.88556 2.61237  0.08
8 H -1.55975 -0.40128 2.00470  0.06
9 H 2.18916 -0.63886 0.20898  0.12
10 H 1.64824 -0.00151 -2.40374  0.15
11 H -1.20659 1.67650 -0.30113  0.14
12 H -1.86288 -0.07030 -0.59423  0.15

Atoms 1-3, force components in eV/Å:
C 1.3176 0.2417 0.2837
C -2.8823 0.4891 1.6525
C 2.5965 -0.0422 -1.2301

5.
The following is a quantum chemistry calculation of C5H6O as an isolated structure, from the OMol25 dataset.

Its relative energy (zero: lowest compared OMol25 entry of this formula, charge and spin) is 43.9 kcal/mol. Its total energy is -269.27634 Eh. Its HOMO-LUMO gap is 0.3616 Eh. The spin multiplicity is 1. For the HOMO energy, the calculation gives -8.78 eV. The molar mass is 82.10 u.

Each line ends with the Löwdin charge.
Positions of all 12 atoms, in Å:
1 C 1.54558 1.51405 0.19537  -0.01
2 C 0.51802 0.46183 0.07605  -0.32
3 C 0.40758 -0.86031 0.25126  0.04
4 C -0.98983 -0.69638 -0.16654  -0.34
5 C -2.09335 -1.39328 -0.36906  0.09
6 O -0.80160 0.70765 -0.33204  0.03
7 H 2.47138 1.04949 0.54464  0.09
8 H 1.23947 2.28409 0.91058  0.09
9 H 1.72838 1.99469 -0.77104  0.09
10 H 1.05878 -1.66295 0.55524  0.10
11 H -2.06567 -2.46264 -0.19313  0.07
12 H -3.01875 -0.93625 -0.70134  0.07

Atoms 1-3, force components in eV/Å:
C -0.0179 0.0176 -0.0027
C 0.3371 -0.0149 0.0901
C 0.0438 0.0207 0.0083

6.
The following is a quantum chemistry calculation of C5H6O as an isolated structure, from the OMol25 dataset.

Its relative energy (zero: lowest compared OMol25 entry of this formula, charge and spin) is 101.3 kcal/mol. Its total energy is -269.18477 Eh. Its HOMO-LUMO gap is 0.3468 Eh. The spin multiplicity is 1. For the HOMO energy, the calculation gives -8.80 eV. The molar mass is 82.10 u.

Each line ends with the Löwdin charge.
Positions of all 12 atoms, in Å:
1 C 1.38312 -1.51112 0.10294  0.04
2 C 0.56821 -1.06352 -0.88002  0.01
3 C 0.82127 -0.51250 1.13343  -0.38
4 C -0.10430 -0.07710 0.06149  -0.15
5 C -0.99112 1.14488 0.04052  -0.02
6 O -0.31849 -1.19210 1.52049  -0.05
7 H 2.05929 -2.27316 0.30185  0.08
8 H 0.41888 -1.26521 -1.92219  0.09
9 H 1.36892 0.05416 1.84365  0.13
10 H -1.44578 1.11026 1.07947  0.11
11 H -1.78152 1.26428 -0.80906  0.12
12 H -0.48448 2.02023 0.01428  0.03

Atoms 1-3, force components in eV/Å:
C -0.3818 2.4238 -0.2832
C -0.0771 0.9920 1.2677
C -0.8156 -1.9594 -1.2838

7.
The following is a quantum chemistry calculation of one molecule with the formula C5H6O, from the OMol25 dataset.

Its relative energy (zero: lowest compared OMol25 entry of this formula, charge and spin) is 106.1 kcal/mol. Its total energy is -269.17717 Eh. Its HOMO-LUMO gap is 0.3838 Eh. The spin multiplicity is 1. For the HOMO energy, the calculation gives -10.01 eV. The molar mass is 82.10 u.

Each line ends with the Löwdin charge.
Positions of all 12 atoms, in Å:
1 C -1.00234 1.06672 0.09008  -0.01
2 C -0.23050 -0.22632 0.14965  -0.45
3 O -0.40214 -1.02809 1.24208  -0.01
4 C 0.46513 -0.87011 -0.97458  -0.08
5 C 1.48652 -0.15897 -0.19532  -0.26
6 C 1.91276 0.62152 0.70847  0.10
7 H -2.06984 0.84367 -0.00685  0.09
8 H -0.66793 1.69366 -0.74473  0.10
9 H -0.85107 1.61170 1.02617  0.09
10 H 0.27414 -0.48882 -1.97185  0.12
11 H 0.49520 -1.95365 -0.89409  0.13
12 H 0.59010 -1.11129 1.57098  0.17

Atoms 1-3, force components in eV/Å:
C 0.0870 -0.2113 0.0981
C 1.2425 0.5999 0.1859
O 2.3887 0.0675 1.1114

8.
The following is a quantum chemistry calculation of C5H6O as an isolated structure, from the OMol25 dataset.

Its relative energy (zero: lowest compared OMol25 entry of this formula, charge and spin) is 128.2 kcal/mol. Its total energy is -269.14197 Eh. Its HOMO-LUMO gap is 0.3343 Eh. The spin multiplicity is 1. For the HOMO energy, the calculation gives -9.18 eV. The molar mass is 82.10 u.

Each line ends with the Löwdin charge.
Positions of all 12 atoms, in Å:
1 C 1.82798 0.19733 0.16666  -0.08
2 C 1.14487 -0.76771 -0.56263  -0.06
3 C 0.07181 -1.23659 -1.05075  -0.03
4 C -1.08241 -0.47441 -0.84548  -0.03
5 C -1.44414 -0.00843 0.53661  -0.28
6 O -0.70764 1.15278 0.24020  -0.19
7 H 2.57747 0.81723 -0.34014  0.08
8 H 0.63760 0.83313 0.27366  0.13
9 H 2.10813 -0.06094 1.19616  0.09
10 H -1.61174 -0.00455 -1.67488  0.13
11 H -1.01648 -0.64923 1.32655  0.12
12 H -2.50544 0.20139 0.73402  0.11

Atoms 1-3, force components in eV/Å:
C 0.5329 -0.0729 -0.0022
C -1.5918 0.1642 -0.2438
C 0.8290 0.6703 0.6887

9.
The following is a quantum chemistry calculation of one molecule with the formula C5H6O, from the OMol25 dataset.

Its relative energy (zero: lowest compared OMol25 entry of this formula, charge and spin) is 101.3 kcal/mol. Its total energy is -269.18488 Eh. Its HOMO-LUMO gap (alpha / beta) is 0.2874 / 0.2873 Eh. The spin multiplicity is 1. For the HOMO energy (alpha / beta), the calculation gives -7.18 / -7.18 eV. The molar mass is 82.10 u.

Each line ends with the Löwdin charge.
Positions of all 12 atoms, in Å:
1 C 0.57866 -0.48767 1.41289  -0.03
2 C 1.30710 -0.59935 -0.59281  0.02
3 C -1.35010 -0.18488 -0.36014  -0.06
4 C -0.60288 1.09326 -0.20271  -0.07
5 C 0.03485 -0.22559 0.15910  -0.52
6 O 1.03746 -0.76208 2.48366  0.15
7 H 2.11645 0.08130 -0.55818  0.02
8 H 1.68870 -1.60349 -0.72216  0.03
9 H -2.30583 -0.42680 0.10055  0.12
10 H -1.46825 -0.44701 -1.37574  0.10
11 H -0.15536 1.76375 -0.95894  0.12
12 H -0.88080 1.79855 0.61449  0.12

Atoms 1-3, force components in eV/Å:
C 1.7134 -1.2685 1.7987
C -0.8400 -0.6576 1.4365
C -1.2812 0.8591 -0.8249

10.
The following is a quantum chemistry calculation of one molecule with the formula C5H6O, from the OMol25 dataset.

Its relative energy (zero: lowest compared OMol25 entry of this formula, charge and spin) is 97.9 kcal/mol. Its total energy is -269.19024 Eh. Its HOMO-LUMO gap is 0.3303 Eh. The spin multiplicity is 1. For the HOMO energy, the calculation gives -8.59 eV. The molar mass is 82.10 u.

Each line ends with the Löwdin charge.
Positions of all 12 atoms, in Å:
1 C 0.52637 0.64918 0.42269  -0.11
2 C -0.92030 1.23841 0.65836  -0.17
3 C -1.06541 -0.20834 0.50199  0.01
4 C -0.10748 -0.43478 -0.56809  -0.28
5 C 0.45235 -1.83386 -0.66294  -0.23
6 O 1.60392 -2.06853 -0.94357  0.06
7 H 1.09271 0.28961 1.27460  0.12
8 H -0.11828 0.08589 -1.53252  0.15
9 H 1.11790 1.34020 -0.17660  0.13
10 H -1.13167 1.93137 -0.16430  0.11
11 H -1.17738 1.65581 1.63125  0.10
12 H -0.27273 -2.64496 -0.44087  0.13

Atoms 1-3, force components in eV/Å:
C 0.3874 0.1022 0.1808
C -0.1798 0.1567 0.1342
C 0.2518 0.1352 -0.0516

11.
The following is a quantum chemistry calculation of C5H6O as an isolated structure, from the OMol25 dataset.

Its relative energy (zero: lowest compared OMol25 entry of this formula, charge and spin) is 85.1 kcal/mol. Its total energy is -269.21055 Eh. Its HOMO-LUMO gap is 0.3989 Eh. The spin multiplicity is 1. For the HOMO energy, the calculation gives -9.80 eV. The molar mass is 82.10 u.

Each line ends with the Löwdin charge.
Positions of all 12 atoms, in Å:
1 C -0.49442 -1.49236 1.34064  0.11
2 C -1.01797 -1.09182 0.32428  -0.06
3 C -0.74947 -0.17445 -0.81237  -0.31
4 C -0.20185 1.14023 -0.19418  -0.07
5 C 1.10050 0.31977 -0.20856  -0.19
6 O 0.58495 -0.46449 -1.29341  -0.08
7 H -0.11585 -1.86189 2.26248  0.05
8 H -1.47845 -0.16035 -1.62384  0.14
9 H -0.24896 1.95489 -0.92315  0.11
10 H -0.57693 1.45729 0.78013  0.11
11 H 1.09258 -0.33848 0.70585  0.09
12 H 2.10588 0.71166 -0.35787  0.12

Atoms 1-3, force components in eV/Å:
C -1.1779 -0.4609 -0.0835
C 0.5715 -0.0290 0.4107
C -0.1469 -0.0050 -0.2096

12.
The following is a quantum chemistry calculation of one molecule with the formula C5H6O, from the OMol25 dataset.

Its relative energy (zero: lowest compared OMol25 entry of this formula, charge and spin) is 147.1 kcal/mol. Its total energy is -269.11183 Eh. Its HOMO-LUMO gap is 0.3198 Eh. The spin multiplicity is 1. For the HOMO energy, the calculation gives -7.74 eV. The molar mass is 82.10 u.

Each line ends with the Löwdin charge.
Positions of all 12 atoms, in Å:
1 C 1.00755 -0.13890 -0.89079  -0.12
2 C 0.40315 0.93133 -0.01039  -0.14
3 C -0.93823 0.33974 -0.29874  -0.18
4 O -0.27297 -0.87270 -0.85134  -0.12
5 C -0.01071 -1.32270 1.03064  0.13
6 C -0.39233 0.16020 1.05166  -0.26
7 H 1.80499 -0.74760 -0.46547  0.11
8 H 1.20938 0.15481 -1.92185  0.13
9 H 0.67167 1.97959 0.04922  0.13
10 H -1.85632 0.70646 -0.74764  0.15
11 H -0.96583 -1.87919 1.09312  0.03
12 H -0.73694 0.67432 1.94393  0.14

Atoms 1-3, force components in eV/Å:
C 0.1903 0.0272 -0.1022
C 0.1662 0.1853 -0.0117
C -0.2085 0.0538 0.0344

Q: Among the records above, which one has the lowest relative energy (zero: lowest compared OMol25 entry of this formula, charge and spin)?
A: number 4

Q: Which of these has the highest relative energy (zero: lowest compared OMol25 entry of this formula, charge and spin)?
A: number 12

Q: relative energy (zero: lowest compared OMol25 entry of this formula, charge and spin) of number 10 (C5H6O)?
A: 97.9 kcal/mol